Below is a cluster of 30 separate species, C21H77F7NO38PS in total, with properties calculated with the ωB97M-V functional and the def2-TZVPD basis.

Values from the calculation:
DFT total energy in hartree: -5198.84354
E_LUMO in eV: -1.2287
Frontier orbital gap in eV: 7.73

```
! RIJCOSX wB97M-V def2-TZVPD def2/J DEFGRID3
* xyz 0 1
C 3.103 -3.873 0.999
C 1.931 -4.261 1.912
C 0.756 -4.970 1.221
C -0.350 -4.079 0.563
C -0.018 -2.622 0.406
C -0.175 -1.727 1.470
C 0.166 -0.387 1.358
C 0.608 0.123 0.145
S 0.896 1.864 -0.056
O 0.151 2.665 0.871
O 0.630 2.293 -1.402
C 2.727 2.091 0.154
F 3.271 0.898 -0.222
F 3.103 2.324 1.407
C 3.316 3.155 -0.819
F 4.592 3.401 -0.445
F 3.350 2.719 -2.062
F 2.629 4.300 -0.729
C 0.791 -0.744 -0.934
P 1.441 -0.077 -2.590
O 0.170 -0.406 -3.581
O 2.609 -1.142 -2.987
C 0.462 -2.082 -0.799
N 0.604 -2.905 -2.009
C -0.603 -3.262 -2.607
O -1.698 -3.035 -2.219
F -0.411 -3.864 -3.778
C 1.522 -3.995 -1.941
O 1.197 -5.135 -1.920
F 2.788 -3.654 -1.970
C 0.021 0.442 2.629
O 0.846 1.246 2.983
C -1.175 0.141 3.430
C -1.550 -1.129 3.528
O -2.613 -1.501 4.261
C -3.613 -2.121 3.423
C -4.224 -1.151 2.412
C -4.878 -1.975 1.272
C -0.756 -2.182 2.806
O -0.615 -3.286 3.256
H 3.927 -3.536 1.630
H 3.441 -4.700 0.378
H 2.830 -3.000 0.400
H 2.325 -4.969 2.646
H 1.646 -3.380 2.481
H 1.178 -5.692 0.521
H 0.267 -5.559 1.994
H -0.658 -4.543 -0.367
H -1.217 -4.134 1.217
H -0.506 0.247 -3.319
H 2.842 -1.052 -3.922
H -1.695 0.941 3.939
H -3.232 -3.018 2.922
H -4.402 -2.459 4.092
H -4.936 -0.489 2.887
H -3.477 -0.511 1.945
H -5.127 -2.987 1.591
H -5.754 -1.439 0.915
H -4.183 -2.012 0.436
O 3.087 1.899 4.894
H 2.805 1.678 4.000
H 3.637 2.687 4.786
O 0.531 -6.142 -5.421
H 0.138 -5.650 -6.148
H 0.618 -5.491 -4.717
O -3.229 1.600 0.678
H -3.403 1.449 -0.257
H -2.709 2.410 0.686
O 6.030 -0.167 0.716
H 5.471 0.316 0.102
H 6.290 0.490 1.371
O 5.091 3.637 3.494
H 4.824 3.448 2.591
H 5.628 4.443 3.428
O 0.400 1.143 6.159
H 0.748 1.228 7.051
H 1.062 1.589 5.609
O 0.827 -6.984 3.912
H 0.125 -7.534 4.275
H 1.255 -7.549 3.260
O -7.750 -1.633 0.107
H -7.937 -2.497 -0.281
H -8.583 -1.155 0.042
O -5.559 -0.632 5.368
H -5.600 0.255 5.738
H -4.826 -1.036 5.845
O -4.441 -1.835 -2.499
H -3.532 -2.111 -2.318
H -4.334 -1.015 -3.001
O -2.831 3.626 -1.277
H -1.883 3.456 -1.186
H -2.882 4.465 -1.758
O -2.809 5.094 -3.664
H -3.205 4.355 -4.136
H -2.540 5.700 -4.367
O -4.210 1.453 4.107
H -5.066 1.793 4.397
H -4.053 1.898 3.265
O -4.426 -4.049 -4.522
H -4.792 -3.479 -5.204
H -4.216 -3.443 -3.798
O -7.331 -3.870 -2.922
H -7.643 -4.776 -2.849
H -6.383 -3.958 -3.086
O -5.596 2.845 6.092
H -5.091 3.639 5.888
H -6.486 3.164 6.276
O -1.721 1.810 -3.941
H -1.518 2.250 -4.773
H -2.340 2.395 -3.488
O 7.475 5.087 3.327
H 7.791 5.760 2.717
H 8.272 4.697 3.697
O 7.570 1.507 -1.269
H 7.279 0.651 -1.609
H 6.766 2.034 -1.241
O 5.384 -1.168 -3.175
H 4.674 -1.685 -2.780
H 5.819 -1.783 -3.779
O -3.923 0.771 -3.688
H -3.477 1.199 -4.425
H -4.497 1.449 -3.312
O 7.435 -3.447 -3.909
H 7.808 -3.738 -3.069
H 8.013 -2.727 -4.185
O -1.283 6.899 -2.176
H -1.426 5.949 -2.167
H -0.355 7.001 -2.411
O 9.364 -0.078 0.863
H 8.785 0.396 0.253
H 9.646 0.589 1.495
O -3.360 8.778 -0.322
H -4.082 8.210 -0.038
H -2.924 8.279 -1.023
O 3.313 -7.836 -4.581
H 3.130 -8.680 -5.004
H 2.517 -7.316 -4.745
O 3.088 7.279 -1.015
H 2.993 6.332 -0.875
H 4.005 7.395 -1.281
O -3.983 7.165 -5.374
H -4.484 7.714 -5.985
H -3.810 7.735 -4.617
O 0.810 4.816 2.838
H 0.668 4.145 2.158
H 1.081 5.603 2.355
*
```

***

Below is a cluster of 27 separate species, C21H92BClN3O37P2S2 in total, with properties calculated with the ωB97M-V functional and the def2-TZVPD basis.

Values from the calculation:
Energy relative to the best compared isomer or geometry (same formula, charge and spin) in kcal/mol: 0.00
DFT total energy in hartree: -5767.38969
E_LUMO in eV: -2.7144
Frontier orbital gap in eV: 8.72

```
! RIJCOSX wB97M-V def2-TZVPD def2/J DEFGRID3
* xyz 1 1
C 5.367 4.268 -0.369
C 4.147 4.254 -1.323
O 2.933 4.188 -0.579
C 2.179 3.003 -0.795
C 2.891 1.856 -0.077
C 2.195 0.509 0.322
C 3.473 -0.174 0.927
C 3.628 -1.674 1.069
O 4.078 -2.317 0.155
O 3.365 -2.295 2.260
C 1.618 -0.326 -0.872
C 2.098 0.152 -2.254
O 2.380 -0.962 -3.090
O 3.732 -1.336 -2.786
C 0.123 -0.859 -0.848
C -0.442 -0.856 -2.309
C 0.098 -2.417 -0.615
B 0.641 -3.355 0.530
O -0.105 -3.674 1.674
O 1.821 -4.083 0.420
C -0.951 0.000 0.029
C -1.629 -0.986 0.974
C -2.680 -0.602 2.042
C -3.175 -1.947 2.623
Cl -4.495 -2.643 1.593
N -1.914 0.620 -0.869
C -3.292 0.144 -1.009
C -1.672 1.853 -1.406
C -2.761 2.873 -1.703
O -0.514 2.189 -1.685
N -0.243 1.129 0.791
P -1.261 2.382 1.682
O -2.760 2.152 1.172
O -0.807 3.762 0.984
S -1.269 2.565 3.576
C 1.101 0.784 1.465
N 1.441 2.133 1.990
C 2.013 2.359 3.046
S 2.795 2.635 4.346
P 1.077 -0.350 2.933
O 0.080 -0.100 3.997
H 5.827 5.249 -0.310
H 6.083 3.485 -0.589
H 4.997 4.067 0.637
H 4.167 5.172 -1.912
H 4.242 3.413 -2.017
H 2.150 2.830 -1.874
H 1.183 3.272 -0.450
H 3.473 2.246 0.755
H 3.704 1.584 -0.753
H 4.320 0.096 0.305
H 3.739 0.295 1.879
H 4.194 -2.555 2.691
H 2.190 -1.258 -0.846
H 3.066 0.648 -2.188
H 1.440 0.853 -2.761
H 4.012 -1.832 -3.572
H -1.428 -1.314 -2.337
H -0.428 0.107 -2.807
H 0.159 -1.513 -2.938
H -0.908 -2.789 -0.827
H 0.673 -2.818 -1.452
H 0.515 -3.883 2.385
H 1.572 -5.019 0.453
H -0.839 -1.449 1.562
H -2.069 -1.811 0.422
H -3.552 -0.088 1.656
H -2.217 -0.092 2.889
H -2.363 -2.670 2.569
H -3.507 -1.818 3.649
H -3.385 -0.939 -1.071
H -3.988 0.563 -0.285
H -3.663 0.464 -1.983
H -2.849 2.999 -2.778
H -2.415 3.810 -1.273
H -3.704 2.642 -1.224
H 0.141 1.700 0.002
H -3.333 2.694 1.739
H -0.773 3.686 0.011
H 2.373 -0.398 3.458
H 0.913 -1.658 2.450
O -8.148 -2.209 2.306
H -7.939 -2.033 3.230
H -7.301 -2.393 1.889
O 6.348 0.886 0.430
H 6.527 -0.064 0.366
H 7.215 1.276 0.581
O 8.338 3.855 -1.131
H 9.281 3.732 -0.974
H 8.234 3.690 -2.073
O -5.929 0.195 1.253
H -6.576 0.453 1.922
H -5.795 -0.751 1.407
O 1.008 -1.408 -5.819
H 1.361 -1.262 -4.932
H 1.772 -1.640 -6.359
O 5.215 -4.410 3.445
H 5.609 -5.249 3.708
H 5.150 -4.481 2.485
O -3.349 5.765 -2.699
H -4.220 6.024 -2.381
H -3.210 6.280 -3.500
O -0.532 6.578 -0.663
H -0.771 6.219 0.197
H -0.689 5.864 -1.290
O 7.481 -1.743 1.134
H 7.441 -2.059 2.042
H 7.345 -2.523 0.583
O 1.391 -4.422 -5.891
H 0.558 -4.900 -5.868
H 1.166 -3.527 -5.609
O 6.413 -2.013 -1.570
H 5.604 -1.856 -1.060
H 6.195 -2.749 -2.151
O 0.813 -5.189 -2.078
H 0.862 -6.148 -2.160
H 1.708 -4.923 -1.837
O 6.970 5.264 1.964
H 7.378 5.382 2.828
H 7.705 5.083 1.368
O -5.936 1.292 -2.689
H -6.810 1.411 -2.298
H -6.084 0.662 -3.401
O -5.252 -4.997 4.269
H -4.987 -4.416 3.550
H -5.539 -5.813 3.846
O -7.973 2.598 0.271
H -7.400 3.371 0.220
H -7.345 1.866 0.300
O -3.739 -4.218 -1.277
H -4.646 -4.530 -1.359
H -3.686 -3.842 -0.392
O 0.035 -0.584 7.062
H 0.362 -1.448 7.329
H 0.190 -0.539 6.110
O 6.051 -1.160 -4.362
H 6.268 -0.992 -3.433
H 6.891 -1.406 -4.762
O -1.673 0.031 -5.615
H -1.090 0.783 -5.767
H -1.090 -0.733 -5.725
O -1.395 -0.514 -8.550
H -1.869 -0.252 -7.749
H -1.311 -1.469 -8.483
O 0.408 -6.736 2.089
H 0.608 -7.095 2.960
H 0.062 -5.853 2.253
O -6.708 -3.650 6.615
H -5.814 -3.744 6.962
H -6.622 -3.945 5.701
O -6.989 5.165 1.281
H -6.743 5.990 1.711
H -7.832 4.924 1.683
O -5.723 4.386 -1.687
H -6.372 4.660 -1.027
H -5.635 3.435 -1.578
O -4.484 -1.413 6.910
H -5.416 -1.669 6.905
H -4.358 -0.974 7.757
*
```

***

Below is a structure of composition C22H11AlF9N4OS2, with properties calculated with the ωB97M-V functional and the def2-TZVPD basis.

Values from the calculation:
DFT total energy in hartree: -3076.88340
E_LUMO in eV: -4.5461
Frontier orbital gap in eV: 6.58

```
! RIJCOSX wB97M-V def2-TZVPD def2/J DEFGRID3
* xyz 1 1
Al -0.554 0.042 0.188
S 5.227 4.442 0.162
N 5.109 2.899 -0.268
C 3.827 2.593 -0.230
C 3.251 1.310 -0.585
C 3.983 0.232 -1.096
C 3.307 -0.904 -1.477
C 1.927 -0.967 -1.319
N 1.225 0.030 -0.787
C 1.880 1.168 -0.444
C 1.052 2.265 0.037
N -0.262 1.987 0.178
C -1.111 2.962 0.485
C -0.680 4.269 0.680
C 0.667 4.555 0.599
C 1.565 3.530 0.276
C 3.001 3.687 0.164
N 3.679 4.791 0.411
H 5.057 0.320 -1.197
H 3.824 -1.751 -1.906
H 1.378 -1.843 -1.633
H -2.155 2.693 0.579
H -1.404 5.039 0.905
H 1.053 5.553 0.772
F -3.363 0.146 1.976
C -4.158 0.354 0.923
F -5.354 -0.152 1.182
F -4.285 1.691 0.786
C -3.501 -0.265 -0.359
O -2.156 -0.103 -0.293
C -3.820 -1.789 -0.427
F -5.097 -2.025 -0.704
F -3.066 -2.371 -1.369
F -3.510 -2.355 0.744
C -4.038 0.463 -1.627
F -3.753 -0.227 -2.731
F -5.354 0.645 -1.564
F -3.445 1.663 -1.740
S 0.165 -0.887 2.054
C 0.514 -2.498 1.366
C 1.461 -3.286 2.018
C 1.796 -4.533 1.513
C 1.196 -5.017 0.358
C 0.237 -4.251 -0.286
C -0.103 -3.003 0.221
H 1.931 -2.918 2.922
H 2.535 -5.133 2.031
H 1.467 -5.988 -0.034
H -0.258 -4.622 -1.176
H -0.889 -2.443 -0.277
*
```

***

Repeat the third record exactly.
Below is a structure of composition C22H11AlF9N4OS2, with properties calculated with the ωB97M-V functional and the def2-TZVPD basis.

Values from the calculation:
DFT total energy in hartree: -3076.88340
E_LUMO in eV: -4.5461
Frontier orbital gap in eV: 6.58

```
! RIJCOSX wB97M-V def2-TZVPD def2/J DEFGRID3
* xyz 1 1
Al -0.554 0.042 0.188
S 5.227 4.442 0.162
N 5.109 2.899 -0.268
C 3.827 2.593 -0.230
C 3.251 1.310 -0.585
C 3.983 0.232 -1.096
C 3.307 -0.904 -1.477
C 1.927 -0.967 -1.319
N 1.225 0.030 -0.787
C 1.880 1.168 -0.444
C 1.052 2.265 0.037
N -0.262 1.987 0.178
C -1.111 2.962 0.485
C -0.680 4.269 0.680
C 0.667 4.555 0.599
C 1.565 3.530 0.276
C 3.001 3.687 0.164
N 3.679 4.791 0.411
H 5.057 0.320 -1.197
H 3.824 -1.751 -1.906
H 1.378 -1.843 -1.633
H -2.155 2.693 0.579
H -1.404 5.039 0.905
H 1.053 5.553 0.772
F -3.363 0.146 1.976
C -4.158 0.354 0.923
F -5.354 -0.152 1.182
F -4.285 1.691 0.786
C -3.501 -0.265 -0.359
O -2.156 -0.103 -0.293
C -3.820 -1.789 -0.427
F -5.097 -2.025 -0.704
F -3.066 -2.371 -1.369
F -3.510 -2.355 0.744
C -4.038 0.463 -1.627
F -3.753 -0.227 -2.731
F -5.354 0.645 -1.564
F -3.445 1.663 -1.740
S 0.165 -0.887 2.054
C 0.514 -2.498 1.366
C 1.461 -3.286 2.018
C 1.796 -4.533 1.513
C 1.196 -5.017 0.358
C 0.237 -4.251 -0.286
C -0.103 -3.003 0.221
H 1.931 -2.918 2.922
H 2.535 -5.133 2.031
H 1.467 -5.988 -0.034
H -0.258 -4.622 -1.176
H -0.889 -2.443 -0.277
*
```